No. 1
Entry from the OMol25 dataset: a structure of composition C32H29IIrN6O3S (ωB97M-V/def2-TZVPD).

HOMO level: -10.04 eV
net charge: +1
E_LUMO: -3.031 eV
Kohn-Sham gap: 0.2575 hartree

Each line ends with the Mulliken charge.
CARTESIAN COORDINATES (ANGSTROEM)
Ir (-0.41117, 1.60614, -0.95356)  0.09
C (1.08642, 0.00537, 4.13858)  -1.10
C (0.73022, -1.44998, 4.02103)  1.64
C (0.32825, -2.19429, 5.12367)  -1.05
C (0.00019, -3.53766, 5.00344)  -0.60
C (0.07251, -4.16975, 3.77213)  -0.74
C (0.47152, -3.44660, 2.65738)  -0.02
C (0.79101, -2.10250, 2.78656)  -1.14
N (1.16141, -1.35624, 1.61736)  0.43
C (0.27424, -0.55054, 0.97321)  0.27
N (-1.02831, -0.84384, 1.20347)  0.41
C (-2.21242, -0.18143, 0.81739)  0.31
C (-2.47890, 0.15493, -0.50361)  0.24
C (-3.67987, 0.72518, -0.88908)  -0.84
C (-4.61392, 1.00914, 0.08833)  -1.01
C (-4.36187, 0.69454, 1.41451)  -1.14
C (-3.16937, 0.10007, 1.79841)  1.19
C (-2.90729, -0.26455, 3.23353)  -1.23
N (0.69704, 0.40542, 0.17424)  0.51
C (2.11790, 0.54145, -0.00317)  -1.75
C (2.78876, 1.55445, 0.67833)  0.46
C (4.14799, 1.73497, 0.49680)  -1.20
C (4.84021, 0.89278, -0.36442)  -0.80
C (4.17320, -0.12835, -1.01896)  -0.93
C (2.80422, -0.33450, -0.84897)  1.79
C (2.11493, -1.48498, -1.52621)  -1.20
H (1.11931, 0.31139, 5.18216)  0.47
H (0.35926, 0.63886, 3.62128)  0.12
H (2.06114, 0.21510, 3.69400)  0.29
H (0.27744, -1.71395, 6.09301)  0.42
H (-0.30838, -4.09343, 5.87876)  0.42
H (-0.17589, -5.21777, 3.67753)  0.42
H (0.53741, -3.91175, 1.68188)  0.49
H (2.13312, -1.10654, 1.50197)  0.37
H (-1.15941, -1.56052, 1.90399)  0.15
H (-3.88481, 0.93002, -1.92998)  0.58
H (-5.55439, 1.46162, -0.19350)  0.45
H (-5.11201, 0.90461, 2.16577)  0.43
H (-3.72469, 0.07103, 3.86749)  0.47
H (-1.98110, 0.18470, 3.59833)  0.13
H (-2.81625, -1.34636, 3.36996)  0.36
H (2.22940, 2.19807, 1.34670)  0.74
H (4.66377, 2.52759, 1.02247)  0.51
H (5.90231, 1.02708, -0.51938)  0.45
H (4.72278, -0.78971, -1.67810)  0.52
H (2.56221, -1.68696, -2.49882)  0.55
H (1.05316, -1.29437, -1.66724)  -0.20
H (2.20621, -2.39522, -0.92816)  0.34
O (-4.26110, -1.34322, -4.87345)  -0.63
S (-3.13390, -1.99606, -4.29460)  1.21
O (-3.03213, -3.41579, -4.25861)  -0.64
N (-2.94699, -1.41451, -2.71889)  -0.56
C (-1.88279, -0.73779, -2.64887)  0.37
O (-1.47815, -0.21064, -1.44978)  -0.21
C (-1.03691, -0.57294, -3.84896)  0.68
C (0.13943, 0.13233, -4.05289)  0.02
C (0.69762, 0.10015, -5.32534)  -1.10
C (0.09705, -0.60976, -6.35844)  -0.56
C (-1.08976, -1.30676, -6.15528)  -0.65
C (-1.63200, -1.26795, -4.89187)  -0.16
H (0.59610, 0.69774, -3.24739)  0.44
H (1.61501, 0.64078, -5.51613)  0.45
H (0.55531, -0.61536, -7.33819)  0.42
H (-1.56770, -1.85191, -6.95751)  0.46
I (3.05646, 6.63662, -0.52931)  0.19
C (1.67790, 5.15899, -0.16137)  -0.70
C (0.85363, 5.03663, 0.93402)  -0.13
N (0.13620, 3.91364, 0.76144)  0.05
N (0.44812, 3.30222, -0.40030)  -0.11
C (1.38696, 4.05420, -0.96875)  -0.11
H (0.73255, 5.66063, 1.80275)  0.49
H (-0.60420, 3.52366, 1.32154)  0.21
H (1.82577, 3.75237, -1.90432)  0.51

No. 2
Entry from the OMol25 dataset: a structure of composition C14H50F3N12NaO15S (ωB97M-V/def2-TZVPD).

HOMO level: -9.87 eV
net charge: 0
E_LUMO: 0.039 eV
Kohn-Sham gap: 0.3643 hartree

Each line ends with the Mulliken charge.
CARTESIAN COORDINATES (ANGSTROEM)
Na (-0.22239, -0.42396, 0.38721)  0.32
C (-4.07145, -1.18614, -1.89061)  0.45
F (-5.40527, -1.11204, -1.91351)  -0.21
F (-3.69461, -2.22874, -1.12193)  -0.19
F (-3.61471, -1.51129, -3.14607)  -0.25
S (-3.38829, 0.36065, -1.16030)  1.56
O (-1.94009, 0.15877, -1.06776)  -0.71
O (-3.72490, 1.36009, -2.11794)  -0.74
O (-4.12342, 0.31895, 0.02997)  -0.92
C (-1.88723, -3.03599, 1.61862)  0.39
O (-0.88270, -2.59095, 1.10520)  -0.22
N (-2.18629, -4.35903, 1.60456)  -0.27
N (-2.74373, -2.15567, 2.18162)  -0.20
H (-1.46083, -4.91406, 1.26099)  0.06
H (-3.16491, -4.69156, 1.68236)  0.23
H (-3.66532, -2.40184, 2.21708)  0.27
H (-2.50401, -1.18170, 1.97710)  -0.13
C (1.03027, -5.65883, 0.18176)  0.70
O (-0.01389, -6.24131, 0.52982)  -0.76
N (1.34067, -4.42463, 0.68104)  -0.03
N (1.97422, -6.32488, -0.56779)  -0.43
H (0.50855, -3.82682, 0.81038)  -0.16
H (2.21564, -4.01655, 0.37690)  0.23
H (1.77016, -7.34527, -0.53099)  0.28
H (2.87849, -5.93876, -0.68984)  0.20
C (-1.47370, 1.18429, 3.37334)  0.23
O (-1.49648, 0.49958, 2.33870)  -0.10
N (-2.64436, 1.73817, 3.84295)  -0.39
N (-0.32794, 1.53816, 3.95049)  -0.24
H (-2.78353, 1.94946, 4.79566)  0.19
H (-3.50182, 1.54593, 3.25745)  0.27
H (0.53577, 1.14060, 3.75890)  0.08
H (-0.39067, 2.08637, 4.79465)  0.18
C (2.32028, -1.68142, 2.23063)  -0.01
O (1.81901, -0.99836, 1.33131)  0.04
N (3.49927, -2.31862, 2.01100)  -0.28
N (1.65404, -1.93707, 3.38333)  -0.44
H (4.15044, -1.88240, 1.35769)  0.22
H (3.79967, -2.95024, 2.66029)  0.15
H (0.61821, -1.84936, 3.26461)  0.16
H (1.91984, -2.74907, 3.91699)  0.25
C (5.72113, 0.35878, 1.62612)  0.34
O (6.91410, 0.23984, 1.65467)  -0.64
N (4.97493, 0.65022, 2.76625)  -0.18
N (4.93035, -0.05204, 0.50380)  -0.32
H (4.03242, 0.99390, 2.59849)  0.15
H (5.38573, 1.04774, 3.55679)  0.26
H (5.44377, 0.16414, -0.33492)  0.23
H (3.96378, 0.22771, 0.39500)  0.17
C (3.89462, -0.95384, -3.66288)  0.56
O (4.29863, -1.33546, -2.56879)  -0.56
N (2.83195, -0.09771, -3.87529)  -0.22
N (4.46039, -1.28252, -4.97771)  -0.49
H (2.39498, -0.05629, -4.77137)  0.29
H (2.25736, 0.04426, -3.01317)  -0.08
H (5.35457, -1.79703, -4.96220)  0.25
H (4.37538, -0.66666, -5.74147)  0.19
C (1.38191, 2.35236, -1.00467)  -0.44
O (0.40862, 2.01479, -0.00941)  0.42
H (1.78528, 3.37253, -0.84879)  0.43
H (2.15467, 1.58591, -0.98593)  -0.13
H (0.94357, 2.42223, -2.05785)  0.01
H (-0.46848, 2.46957, -0.26547)  0.26
C (2.10673, 3.48852, 2.31565)  -0.47
O (2.23133, 2.07933, 2.48633)  -0.42
H (2.20984, 3.88956, 3.33345)  0.32
H (2.98694, 3.77374, 1.66897)  0.20
H (1.17619, 3.60212, 1.72256)  0.03
H (1.63224, 1.59714, 1.87443)  0.11
C (-0.55677, 1.39298, -4.74899)  -0.95
O (-0.04612, 0.72698, -3.64745)  0.02
H (-0.72339, 2.40273, -4.54497)  0.36
H (0.16198, 1.28842, -5.56709)  0.24
H (-1.51003, 1.08622, -5.19159)  0.31
H (-0.76986, 0.54935, -3.00292)  -0.07
C (-6.18437, 2.29768, 2.34195)  -0.58
O (-5.14927, 1.32093, 2.37260)  -0.55
H (-5.90658, 3.12743, 1.59842)  0.18
H (-7.14346, 1.81167, 2.01498)  0.24
H (-6.29183, 2.67708, 3.36123)  0.26
H (-4.90526, 0.86136, 1.53660)  0.56
C (0.24113, -1.87593, -2.25026)  -0.98
O (0.87608, -0.79685, -1.55405)  0.43
H (0.18200, -1.67587, -3.28882)  0.40
H (0.64338, -2.87558, -2.05681)  0.27
H (-0.79727, -1.92901, -1.93563)  0.11
H (1.82384, -0.94785, -1.30359)  0.01
C (-3.05997, 4.90802, -2.19271)  -1.13
C (-2.53650, 4.19154, -0.95657)  0.04
O (-1.55946, 3.17156, -1.27911)  -0.49
H (-2.43961, 5.61656, -2.70829)  0.33
H (-3.92361, 5.50318, -1.80985)  0.36
H (-3.41238, 4.15479, -2.94109)  0.24
H (-3.37433, 3.64219, -0.38574)  0.02
H (-1.99947, 4.88346, -0.29844)  0.45
H (-2.14384, 2.40967, -1.69020)  -0.15

No. 3
Entry from the OMol25 dataset: a cluster of 2 separate species, C5H12N2 in total (ωB97M-V/def2-TZVPD).

HOMO level: -8.05 eV
net charge: 0
E_LUMO: 0.988 eV
SMILES: C[C@@H](N)CN.C#C
Kohn-Sham gap: 0.3322 hartree

Each line ends with the natural charge from an NBO analysis.
CARTESIAN COORDINATES (ANGSTROEM)
C (-0.25947, 1.99056, -0.03132)  -0.62
C (-0.16780, 0.53226, 0.37676)  -0.03
N (-0.25518, 0.37639, 1.79886)  -0.85
C (-1.05991, -0.38694, -0.40547)  -0.24
N (-1.55003, -1.59426, 0.23486)  -0.83
H (0.54721, 2.57695, 0.41191)  0.20
H (-0.19906, 2.08528, -1.11418)  0.22
H (-1.20933, 2.41318, 0.30034)  0.21
H (0.97078, 0.14891, -0.04344)  0.16
H (0.35494, 1.01564, 2.29267)  0.36
H (-0.05062, -0.57015, 2.09586)  0.36
H (-1.90337, 0.15949, -0.82915)  0.19
H (-0.39138, -0.75876, -1.26756)  0.21
H (-0.80099, -2.25814, 0.39013)  0.35
H (-1.99725, -1.38554, 1.11898)  0.36
C (1.52489, -1.35901, -1.66068)  -0.26
C (2.11607, -0.62853, -0.86634)  -0.30
H (1.32052, -2.22958, -2.23463)  0.24
H (3.01000, -0.12775, -0.56758)  0.25

Q: Look up the HOMO level of the first one.
A: -10.04 eV

Q: Number 1 is which compound?
A: C32H29IIrN6O3S

Q: Look up the E_LUMO of the first one.
A: -3.031 eV

Q: Which of these has the highest net charge?
A: C32H29IIrN6O3S